{
  "formula": "C42H114N10O11",
  "method": "ωB97M-V with the def2-TZVPD basis set",
  "smiles": "COC[C@H](C)N.COC[C@H](C)N.COC[C@H](C)N.COC[C@H](C)N.COC[C@H](C)N.COC[C@H](C)N.COC[C@H](C)N.COC[C@H](C)N.COC[C@H](C)N.COCCNCCOC",
  "fmax_ev_per_a": 2.9,
  "gap_ev": 9.18,
  "homo_ev": -8.6,
  "de_lowest_kcal_mol": 44.1,
  "total_energy_ev": -82819.0623,
  "species": ["C", "C", "C", "O", "C", "N", "H", "H", "H", "H", "H", "H", "H", "H", "H", "H", "H", "C", "C", "C", "O", "C", "N", "H", "H", "H", "H", "H", "H", "H", "H", "H", "H", "H", "C", "C", "C", "O", "C", "N", "H", "H", "H", "H", "H", "H", "H", "H", "H", "H", "H", "C", "C", "C", "O", "C", "N", "H", "H", "H", "H", "H", "H", "H", "H", "H", "H", "H", "C", "C", "C", "O", "C", "N", "H", "H", "H", "H", "H", "H", "H", "H", "H", "H", "H", "C", "C", "C", "O", "C", "N", "H", "H", "H", "H", "H", "H", "H", "H", "H", "H", "H", "C", "C", "C", "O", "C", "N", "H", "H", "H", "H", "H", "H", "H", "H", "H", "H", "H", "C", "C", "C", "O", "C", "N", "H", "H", "H", "H", "H", "H", "H", "H", "H", "H", "H", "C", "C", "C", "O", "C", "N", "H", "H", "H", "H", "H", "H", "H", "H", "H", "H", "H", "C", "O", "C", "C", "N", "C", "C", "O", "C", "H", "H", "H", "H", "H", "H", "H", "H", "H", "H", "H", "H", "H", "H", "H"],
  "xyz": [[8.78, 5.93, 28.60], [7.60, 6.88, 28.51], [7.86, 7.94, 27.42], [8.90, 8.84, 27.71], [9.36, 9.56, 26.57], [6.24, 6.23, 28.24], [9.68, 6.53, 28.85], [8.95, 5.43, 27.62], [8.62, 5.17, 29.40], [7.50, 7.43, 29.47], [6.97, 8.53, 27.23], [8.06, 7.38, 26.45], [8.60, 10.17, 26.13], [9.62, 8.84, 25.77], [10.21, 10.19, 26.87], [6.04, 6.12, 27.26], [5.46, 6.66, 28.69], [2.68, 1.85, 25.46], [3.47, 3.09, 25.77], [2.60, 4.27, 25.94], [3.44, 5.33, 26.32], [2.77, 6.51, 26.63], [4.37, 2.89, 26.88], [1.91, 2.17, 24.75], [2.18, 1.44, 26.32], [3.34, 1.04, 25.14], [4.03, 3.34, 24.91], [1.85, 4.05, 26.72], [2.04, 4.50, 25.03], [3.54, 7.23, 26.82], [2.11, 6.51, 27.48], [2.18, 6.79, 25.77], [3.80, 2.60, 27.68], [4.76, 3.77, 27.13], [-1.29, 6.56, 25.05], [-1.61, 6.51, 23.57], [-0.58, 5.66, 22.87], [0.71, 6.17, 23.23], [1.74, 5.66, 22.40], [-2.96, 6.09, 23.15], [-1.85, 7.40, 25.46], [-0.17, 6.62, 25.16], [-1.53, 5.63, 25.57], [-1.40, 7.48, 23.15], [-0.74, 5.70, 21.82], [-0.67, 4.59, 23.24], [1.53, 5.86, 21.37], [1.98, 4.63, 22.50], [2.60, 6.32, 22.63], [-3.12, 5.14, 23.32], [-3.61, 6.67, 23.67], [4.35, 8.57, 20.50], [5.75, 8.96, 19.83], [5.66, 9.78, 18.58], [6.87, 9.65, 17.91], [7.15, 10.62, 16.92], [6.57, 9.53, 20.90], [4.43, 7.96, 21.38], [3.77, 7.99, 19.80], [3.80, 9.49, 20.72], [6.23, 8.05, 19.59], [5.42, 10.85, 18.74], [4.83, 9.42, 17.99], [7.93, 10.26, 16.29], [7.48, 11.50, 17.38], [6.31, 10.72, 16.32], [7.44, 9.04, 21.09], [6.84, 10.47, 20.64], [9.49, 7.50, 17.34], [9.36, 7.28, 18.88], [10.35, 6.25, 19.42], [10.12, 4.93, 18.89], [9.04, 4.22, 19.53], [9.53, 8.52, 19.64], [9.56, 6.58, 16.76], [10.39, 8.07, 17.14], [8.63, 8.14, 17.04], [8.43, 6.80, 19.10], [10.34, 6.17, 20.51], [11.36, 6.56, 19.16], [8.10, 4.74, 19.32], [9.19, 4.12, 20.65], [8.96, 3.21, 19.10], [8.76, 9.13, 19.32], [10.32, 9.00, 19.22], [8.38, 3.48, 26.14], [8.16, 2.47, 25.03], [8.46, 1.04, 25.50], [8.27, 0.13, 24.43], [9.44, 0.16, 23.50], [6.84, 2.66, 24.39], [7.64, 3.36, 26.91], [8.35, 4.46, 25.73], [9.40, 3.31, 26.57], [8.89, 2.62, 24.23], [7.77, 0.72, 26.27], [9.48, 0.97, 25.93], [9.39, -0.62, 22.74], [10.38, 0.07, 24.09], [9.59, 1.07, 22.94], [6.73, 1.97, 23.71], [6.25, 2.52, 25.20], [14.19, 1.57, 26.49], [12.95, 1.71, 25.60], [12.40, 3.15, 25.50], [11.33, 3.25, 24.57], [11.01, 4.64, 24.30], [13.06, 1.13, 24.24], [14.37, 0.57, 26.78], [14.14, 2.21, 27.39], [15.10, 2.00, 26.03], [12.10, 1.25, 26.12], [13.22, 3.86, 25.27], [12.14, 3.50, 26.46], [10.70, 5.11, 25.27], [10.20, 4.75, 23.59], [11.84, 5.12, 23.86], [13.80, 1.60, 23.78], [12.23, 1.48, 23.79], [7.73, 6.69, 22.74], [6.26, 6.55, 23.07], [5.68, 5.53, 22.07], [6.04, 5.80, 20.77], [5.55, 4.81, 19.92], [6.04, 6.04, 24.43], [7.82, 7.11, 21.73], [8.32, 5.82, 22.71], [8.18, 7.44, 23.42], [5.82, 7.56, 22.98], [4.59, 5.53, 22.14], [6.05, 4.55, 22.42], [6.23, 3.96, 20.09], [5.54, 5.07, 18.89], [4.47, 4.56, 20.17], [6.31, 5.06, 24.48], [5.01, 5.98, 24.64], [5.49, 9.79, 24.90], [4.35, 10.16, 23.99], [3.08, 10.53, 24.82], [2.03, 10.92, 23.94], [1.16, 9.93, 23.46], [4.70, 11.31, 23.15], [5.42, 10.35, 25.86], [6.45, 10.08, 24.39], [5.54, 8.68, 25.05], [4.08, 9.29, 23.31], [3.29, 11.45, 25.36], [2.76, 9.72, 25.44], [1.45, 9.60, 22.48], [0.15, 10.38, 23.40], [1.05, 9.02, 24.10], [3.88, 11.81, 22.75], [5.33, 10.92, 22.41], [6.47, 6.12, 16.18], [6.08, 4.79, 16.43], [7.17, 3.92, 16.15], [6.75, 2.50, 16.46], [6.53, 2.33, 17.91], [5.91, 1.07, 18.20], [5.38, 0.92, 19.63], [4.24, 1.72, 19.83], [3.89, 2.06, 21.16], [5.62, 6.69, 16.51], [6.63, 6.32, 15.13], [7.40, 6.42, 16.72], [8.12, 4.24, 16.69], [7.34, 3.98, 15.09], [7.56, 1.83, 16.04], [5.83, 2.16, 15.89], [5.86, 3.06, 18.11], [6.59, 0.28, 17.97], [4.97, 0.97, 17.65], [6.12, 1.16, 20.37], [5.10, -0.18, 19.81], [3.09, 2.80, 21.02], [4.73, 2.53, 21.70], [3.51, 1.14, 21.67]]
}